Run w
Computed, not measured: C3H5Br2NO2 as an isolated structure, with the ωB97M-V functional and the def2-TZVPD basis.

Properties
- Orbital gap (spin up / spin down): 7.593 / 6.713 eV
- HOMO (spin up / spin down): -8.77 / -8.59 eV
- E_LUMO (spin up / spin down): -1.18 / -1.87 eV

Geometry (Å):
C -0.357 1.415 0.730
C -1.112 0.221 0.675
C 0.334 -0.920 -1.202
N 1.144 -1.234 -0.128
O 1.078 -2.347 0.395
O 1.831 -0.270 0.288
Br -0.635 -2.267 -2.048
Br 0.883 0.521 -2.153
H -0.525 2.093 -0.191
H 0.677 1.117 0.480
H -0.098 2.062 1.693
H -1.890 0.061 -0.083
H -1.329 -0.453 1.543

Run x
Computed, not measured: a 2-piece molecular cluster, C3H5Br2NO2 overall, with the ωB97M-V functional and the def2-TZVPD basis.

Properties
- Orbital gap: 9.683 eV
- HOMO: -9.08 eV
- E_LUMO: 0.60 eV

Geometry (Å):
C 0.993 1.207 0.708
C -0.278 1.481 0.922
C -1.031 -0.734 -0.770
N -0.014 -1.458 -0.453
O 1.085 -1.289 -1.307
O 0.140 -2.219 0.490
Br -1.282 2.632 -0.208
Br -2.586 -0.900 0.238
H 1.524 0.560 1.386
H 1.534 1.588 -0.142
H 1.785 -1.880 -0.982
H -0.846 1.128 1.768
H -1.024 -0.117 -1.649

Relative energies, kJ/mol: run w 249.6; run x 0.0.